No. 1
The following is a DFT calculation (the ωB97M-V functional and the def2-TZVPD basis) of C5H6O in the gas phase.

Geometry (Å):
C -1.18 -1.50 -0.06
C -2.41 -1.28 -0.32
C -0.02 -0.71 0.46
C 0.10 0.60 -0.30
C -0.98 1.64 -0.12
O -2.05 1.36 0.41
H -0.97 -2.49 -0.30
H -0.16 -0.54 1.63
H 0.91 -1.23 0.15
H 0.95 1.22 0.01
H 0.11 0.18 -1.39
H -0.70 2.71 -0.59

* highest occupied orbital energy: -10.18 eV
* energy above the lowest of the compared OMol25 structures with the same formula, charge and spin: 4.6471 eV
* charge: 0
* LUMO level: 0.12 eV


No. 2
The following is a DFT calculation (the ωB97M-V functional and the def2-TZVPD basis) of C5H6O in the gas phase.

Geometry (Å):
O -1.40 2.23 0.38
C -0.69 1.36 -0.05
C -1.04 -0.01 -0.56
C -0.08 -0.86 0.30
C 1.31 -1.01 -0.20
C 1.19 -0.21 0.81
H 0.46 1.44 0.00
H -2.09 -0.31 -0.46
H -0.77 -0.09 -1.62
H -0.56 -1.56 0.98
H 1.80 -1.25 -1.13
H 1.56 0.40 1.61

* SMILES: O=CCC1C=C1
* highest occupied orbital energy: -8.92 eV
* energy above the lowest of the compared OMol25 structures with the same formula, charge and spin: 3.2735 eV
* charge: 0
* LUMO level: 0.98 eV


No. 3
The following is a DFT calculation (the ωB97M-V functional and the def2-TZVPD basis) of C5H6O in the gas phase.

Geometry (Å):
C -1.87 0.39 -0.28
C -0.95 -0.84 -0.31
C 0.45 -0.46 -0.18
C 1.56 -0.05 0.06
C 2.81 0.47 0.58
O 2.95 1.61 0.95
H -1.60 1.02 0.58
H -1.76 0.98 -1.19
H -2.91 0.09 -0.18
H -1.11 -1.43 -1.23
H -1.18 -1.51 0.52
H 3.63 -0.27 0.67

* SMILES: CCC#CC=O
* highest occupied orbital energy: -10.31 eV
* energy above the lowest of the compared OMol25 structures with the same formula, charge and spin: 1.8145 eV
* charge: 0
* LUMO level: 0.36 eV


No. 4
The following is a DFT calculation (the ωB97M-V functional and the def2-TZVPD basis) of a molecular structure, C5H6O.

Geometry (Å):
C 0.55 0.73 -0.07
C -0.40 0.81 1.20
C -0.94 -0.63 1.27
C -0.22 -0.85 0.16
C 0.14 -1.75 -0.86
O 0.90 -1.29 -1.74
H 1.59 0.89 0.24
H 0.86 -0.14 -1.06
H 0.26 1.50 -0.80
H -1.22 1.52 1.02
H 0.15 1.10 2.09
H -0.22 -2.77 -0.89

* highest occupied orbital energy: -8.51 eV
* energy above the lowest of the compared OMol25 structures with the same formula, charge and spin: 5.9748 eV
* charge: 0
* LUMO level: -0.16 eV


No. 5
The following is a DFT calculation (the ωB97M-V functional and the def2-TZVPD basis) of C5H6O in the gas phase.

Geometry (Å):
C 2.18 -1.31 -0.67
C 1.16 -0.75 -0.35
C -0.04 -0.12 0.06
C -0.03 1.41 0.13
C -1.22 -0.80 -0.04
O -2.11 -0.49 0.91
H 3.07 -1.80 -0.98
H 0.74 1.82 0.79
H 0.19 1.77 -0.89
H -1.00 1.84 0.41
H -1.52 -1.55 -0.77
H -1.40 -0.02 1.40

* SMILES: C#C/C(C)=C/O
* highest occupied orbital energy: -8.05 eV
* energy above the lowest of the compared OMol25 structures with the same formula, charge and spin: 3.3481 eV
* charge: 0
* LUMO level: 0.51 eV


No. 6
The following is a DFT calculation (the ωB97M-V functional and the def2-TZVPD basis) of C5H6O in the gas phase.

Geometry (Å):
C 2.59 0.25 0.09
C 1.50 -0.17 0.13
C 0.10 -0.64 0.08
O -0.13 -1.98 -0.17
C -0.78 0.19 0.96
C -0.68 0.47 -0.46
H 3.53 0.81 0.00
H 0.62 -2.45 -0.39
H -0.23 0.94 1.57
H -1.71 -0.34 1.25
H -1.49 0.34 -1.14
H -0.26 1.38 -0.79

* SMILES: C#CC1(O)CC1
* highest occupied orbital energy: -9.32 eV
* energy above the lowest of the compared OMol25 structures with the same formula, charge and spin: 3.3104 eV
* charge: 0
* LUMO level: 0.96 eV


No. 7
The following is a DFT calculation (the ωB97M-V functional and the def2-TZVPD basis) of C5H6O in the gas phase.

Geometry (Å):
C -1.39 1.31 -0.02
C -0.78 0.14 0.06
C -0.53 -1.31 0.05
C 0.61 -0.30 0.48
C 1.73 0.14 -0.43
O 2.80 0.36 0.07
H -1.03 2.18 0.30
H -2.40 1.35 -0.47
H -1.07 -1.79 0.78
H -0.34 -1.75 -0.93
H 1.05 -0.53 1.53
H 1.34 0.20 -1.42

* SMILES: C=C1C[C@H]1C=O
* highest occupied orbital energy: -9.76 eV
* energy above the lowest of the compared OMol25 structures with the same formula, charge and spin: 2.7501 eV
* charge: 0
* LUMO level: 0.90 eV


No. 8
The following is a DFT calculation (the ωB97M-V functional and the def2-TZVPD basis) of C5H6O in the gas phase.

Geometry (Å):
C 2.13 0.15 0.84
C 1.48 -0.32 -0.06
C 0.39 -0.81 -0.91
C -0.82 -0.56 0.00
C -1.24 0.89 0.17
O -1.35 -1.47 0.60
H 2.69 0.54 1.65
H 0.32 -0.25 -1.85
H 0.47 -1.88 -1.13
H -2.28 0.99 -0.15
H -0.60 1.57 -0.40
H -1.19 1.16 1.23

* SMILES: C#CCC(C)=O
* highest occupied orbital energy: -9.64 eV
* energy above the lowest of the compared OMol25 structures with the same formula, charge and spin: 1.7099 eV
* charge: 0
* LUMO level: 0.90 eV


> Which value of charge does entry 3 give?

0


Please write out number 3 again, unchanged.
The following is a DFT calculation (the ωB97M-V functional and the def2-TZVPD basis) of C5H6O in the gas phase.

Geometry (Å):
C -1.87 0.39 -0.28
C -0.95 -0.84 -0.31
C 0.45 -0.46 -0.18
C 1.56 -0.05 0.06
C 2.81 0.47 0.58
O 2.95 1.61 0.95
H -1.60 1.02 0.58
H -1.76 0.98 -1.19
H -2.91 0.09 -0.18
H -1.11 -1.43 -1.23
H -1.18 -1.51 0.52
H 3.63 -0.27 0.67

* SMILES: CCC#CC=O
* highest occupied orbital energy: -10.31 eV
* energy above the lowest of the compared OMol25 structures with the same formula, charge and spin: 1.8145 eV
* charge: 0
* LUMO level: 0.36 eV